This record from the OMol25 dataset describes a 12-piece molecular cluster, C85H194N10O9 overall in a non-equilibrium geometry. The level of theory is ωB97M-V/def2-TZVPD.

Structure (XYZ):
```
298
Properties=species:S:1:pos:R:3:mulliken_charge:R:1
C -5.568 -5.562 1.090 -1.3109
C -4.438 -5.886 2.125 0.5671
C -4.963 -6.742 3.242 -1.0397
N -3.898 -7.171 4.280 0.1626
C -4.575 -7.793 5.396 -0.5919
C -3.738 -8.076 6.631 -0.6328
C -3.112 -6.788 7.082 -0.7018
C -2.219 -6.197 5.907 -0.8430
C -3.120 -5.966 4.710 -0.8398
C -2.985 -8.232 3.711 -0.9961
H -6.399 -5.049 1.557 0.4088
H -5.936 -6.452 0.599 0.4310
H -5.176 -4.940 0.300 0.0891
H -4.182 -4.863 2.512 0.0582
H -3.605 -6.398 1.635 0.2369
H -5.269 -7.707 2.896 0.4290
H -5.892 -6.344 3.703 0.3818
H -5.401 -7.147 5.695 0.4228
H -4.980 -8.732 4.969 0.4561
H -4.467 -8.412 7.361 0.3894
H -2.968 -8.857 6.525 0.3053
H -3.894 -6.040 7.315 0.2884
H -2.516 -6.942 7.971 0.4222
H -1.787 -5.269 6.228 0.4626
H -1.409 -6.855 5.641 0.3230
H -3.886 -5.197 4.912 0.4539
H -2.542 -5.677 3.848 0.5440
H -2.336 -7.744 2.986 0.3472
H -3.564 -8.989 3.236 0.3493
H -2.379 -8.691 4.490 0.4392
C -3.551 4.170 -3.342 -1.5328
C -4.644 5.197 -3.522 0.2442
C -4.618 5.891 -4.891 -0.6020
N -5.542 7.043 -5.071 0.3644
C -5.504 7.628 -6.443 -0.4941
C -6.579 8.534 -6.860 -0.6113
C -7.969 7.957 -6.677 -0.5866
C -8.093 7.451 -5.247 -0.8854
C -6.918 6.533 -4.879 -0.4087
C -5.180 8.158 -4.104 -0.8429
H -3.469 3.716 -2.376 0.4371
H -2.579 4.637 -3.556 0.4392
H -3.608 3.353 -4.103 0.1863
H -4.586 5.958 -2.731 0.3082
H -5.616 4.708 -3.373 0.2535
H -4.668 5.156 -5.696 -0.0485
H -3.614 6.299 -4.957 0.4421
H -5.515 6.771 -7.138 0.3044
H -4.527 8.124 -6.615 0.3599
H -6.320 8.742 -7.941 0.3485
H -6.546 9.536 -6.391 0.3357
H -8.073 7.026 -7.252 0.2349
H -8.731 8.710 -6.958 0.3846
H -8.992 6.868 -5.005 0.4114
H -8.123 8.336 -4.606 0.3686
H -6.952 5.649 -5.536 0.0768
H -6.978 6.199 -3.843 0.4839
H -4.096 8.176 -4.112 0.2618
H -5.612 7.904 -3.105 0.3592
H -5.642 9.061 -4.488 0.4249
C 5.940 -4.491 4.093 -1.4789
C 7.224 -3.686 4.011 -0.0575
C 7.602 -3.426 2.575 -0.8509
N 8.698 -2.408 2.309 0.2120
C 9.125 -2.584 0.929 -0.6098
C 10.098 -1.559 0.375 -1.0091
C 9.648 -0.105 0.556 -0.3867
C 9.192 0.108 1.998 -1.0028
C 8.247 -0.972 2.482 -0.2769
C 9.909 -2.627 3.148 -1.0488
H 5.862 -4.738 5.117 0.4486
H 5.969 -5.434 3.542 0.3899
H 5.058 -4.045 3.582 0.2873
H 8.049 -4.169 4.522 0.4344
H 7.102 -2.702 4.474 0.2349
H 6.701 -3.246 1.983 0.2594
H 8.003 -4.329 2.097 0.4997
H 8.207 -2.552 0.389 0.5633
H 9.625 -3.543 0.809 0.4150
H 10.219 -1.822 -0.708 0.3848
H 11.056 -1.659 0.822 0.4076
H 8.829 0.174 -0.121 0.1643
H 10.433 0.594 0.246 0.4106
H 8.693 1.091 2.054 0.3974
H 10.078 0.250 2.640 0.4290
H 7.504 -0.986 1.698 0.0498
H 7.950 -0.903 3.535 0.5086
H 9.647 -2.394 4.176 0.4059
H 10.598 -1.851 2.803 0.5022
H 10.298 -3.672 3.112 0.3169
C 0.793 3.122 3.689 -0.9241
C 0.762 4.337 4.628 -0.9129
C 1.966 4.270 5.601 -0.1774
C 3.236 4.732 4.944 -0.9288
N 4.486 4.598 5.766 0.0102
C 4.580 5.768 6.836 -0.6391
C 4.966 7.021 6.033 -0.7528
C 5.771 6.476 4.833 -0.6561
C 5.696 4.925 4.861 -0.5510
C 4.631 3.255 6.441 -0.9894
C 4.523 2.027 5.480 0.3962
C 4.999 0.735 6.165 -1.5327
H -0.153 2.927 3.199 0.4174
H 1.117 2.234 4.228 0.1327
H 1.535 3.291 2.913 0.3147
H -0.192 4.381 5.168 0.3942
H 0.721 5.304 4.065 0.3726
H 2.042 3.208 5.906 0.1470
H 1.774 4.905 6.482 0.3281
H 3.160 5.783 4.648 0.4705
H 3.460 4.053 4.124 0.3926
H 5.439 5.535 7.468 0.4948
H 3.708 5.721 7.490 0.4876
H 5.431 7.744 6.672 0.4444
H 4.098 7.575 5.667 0.3279
H 6.814 6.825 4.849 0.3952
H 5.397 6.954 3.930 0.2991
H 6.498 4.566 5.467 0.4678
H 5.644 4.423 3.883 0.4162
H 3.828 3.235 7.207 0.4535
H 5.600 3.274 6.929 0.6378
H 5.215 2.268 4.657 0.2344
H 3.497 1.905 5.159 -0.1057
H 5.117 0.018 5.365 0.3700
H 4.235 0.243 6.766 0.3720
H 5.947 0.753 6.675 0.3971
C -6.637 4.430 7.485 -1.2879
C -6.703 2.901 7.349 -0.8148
C -6.114 2.408 6.064 -0.4903
C -6.939 2.869 4.856 -0.7523
N -6.183 2.794 3.600 0.3357
C -5.477 4.112 3.385 -0.5211
C -5.207 4.296 1.901 -0.6525
C -6.342 3.420 1.239 -0.2999
C -7.163 2.788 2.411 -0.9461
C -5.300 1.568 3.499 -1.2465
C -6.093 0.256 3.557 0.0402
C -5.190 -0.939 3.881 -1.5819
H -7.045 4.671 8.447 0.4065
H -7.138 5.052 6.752 0.3733
H -5.647 4.803 7.348 0.3337
H -7.730 2.574 7.399 0.3714
H -6.269 2.444 8.245 0.3921
H -6.010 1.343 6.139 0.1621
H -5.106 2.782 5.874 0.4156
H -7.353 3.897 5.030 0.4405
H -7.820 2.233 4.658 0.5355
H -4.554 4.054 4.019 0.3619
H -6.103 4.914 3.811 0.4361
H -4.163 3.978 1.712 0.2827
H -5.407 5.345 1.620 0.3856
H -5.876 2.588 0.683 -0.1700
H -7.037 3.911 0.543 0.5226
H -7.572 1.795 2.349 0.6029
H -7.944 3.491 2.708 0.4926
H -4.600 1.678 4.329 0.5010
H -4.818 1.643 2.531 0.8351
H -6.470 0.090 2.560 0.2120
H -6.771 0.243 4.416 0.2723
H -4.330 -1.134 3.252 0.1129
H -5.895 -1.786 3.905 0.4396
H -4.724 -0.872 4.850 0.4932
C 9.081 0.332 -3.827 -1.1962
C 8.719 1.120 -5.068 -0.5130
C 8.000 2.413 -4.653 -0.1743
C 7.434 3.146 -5.855 -1.2114
N 6.298 4.123 -5.480 0.1926
C 5.796 4.761 -6.703 -0.6992
C 5.025 6.004 -6.242 -0.8470
C 5.796 6.383 -4.913 -0.5939
C 6.805 5.317 -4.719 -0.6325
C 5.150 3.494 -4.760 -1.2983
C 4.441 2.327 -5.434 -0.0816
C 3.491 1.591 -4.490 -1.3403
H 8.166 0.090 -3.307 0.1040
H 9.698 0.825 -3.098 0.3809
H 9.509 -0.665 -4.024 0.4678
H 7.994 0.496 -5.637 0.3351
H 9.564 1.361 -5.721 0.3797
H 8.794 3.020 -4.149 0.3912
H 7.194 2.088 -3.988 0.1553
H 7.024 2.472 -6.596 0.3853
H 8.168 3.812 -6.327 0.6498
H 5.314 4.071 -7.387 0.5721
H 6.740 4.973 -7.203 0.5815
H 3.973 5.818 -5.961 0.2827
H 4.966 6.823 -6.928 0.4699
H 5.134 6.422 -4.009 0.2990
H 6.266 7.359 -4.961 0.4162
H 7.038 5.138 -3.683 0.3748
H 7.757 5.548 -5.198 0.4949
H 4.438 4.289 -4.599 0.7196
H 5.482 3.201 -3.769 0.3957
H 5.249 1.647 -5.728 0.2025
H 3.973 2.688 -6.367 0.3362
H 3.074 0.756 -5.034 0.4805
H 2.645 2.228 -4.246 0.3863
H 3.975 1.306 -3.559 0.1650
C 4.672 -1.041 -1.101 -1.5060
C 3.515 -1.981 -1.482 0.1152
C 2.293 -1.579 -0.627 -0.7900
C 1.215 -2.603 -0.726 -1.4404
N -0.163 -2.103 -0.257 1.4138
C -1.212 -3.112 -0.538 -0.5607
C -2.503 -2.371 -0.482 0.1584
C -2.177 -1.045 -1.179 -0.8119
C -0.607 -0.982 -1.205 -0.9891
C -0.227 -1.516 1.111 -1.1662
C 0.251 -2.523 2.172 0.3597
C 0.521 -1.924 3.508 -1.5667
H 4.514 0.050 -1.303 0.2458
H 5.552 -1.332 -1.638 0.5451
H 4.835 -1.083 0.014 0.2088
H 3.784 -3.016 -1.249 0.0375
H 3.263 -1.878 -2.553 0.4050
H 1.989 -0.594 -1.047 0.2608
H 2.500 -1.341 0.391 0.3452
H 1.395 -3.419 -0.069 0.5913
H 1.187 -3.035 -1.727 0.3307
H -1.204 -3.875 0.208 1.0393
H -0.896 -3.416 -1.540 -0.2703
H -2.801 -2.139 0.538 -0.1675
H -3.409 -2.884 -0.859 0.2647
H -2.622 -0.194 -0.688 0.2520
H -2.550 -0.992 -2.177 0.4445
H -0.310 -0.009 -0.798 0.4699
H -0.134 -1.111 -2.191 0.3299
H -1.221 -1.116 1.332 0.7535
H 0.507 -0.696 1.106 0.4862
H 1.206 -2.918 1.865 0.0938
H -0.453 -3.383 2.140 -0.0904
H 1.146 -2.513 4.184 0.4190
H -0.409 -1.692 4.052 0.3365
H 1.122 -1.008 3.355 0.3455
C -4.595 -4.829 -3.422 -1.0955
C -3.920 -5.366 -4.687 0.2304
C -3.298 -4.260 -5.527 -0.9788
O -2.274 -3.641 -4.782 -0.0415
C -1.725 -2.607 -5.579 -0.5911
N -2.818 -6.336 -4.398 -0.0562
H -2.395 -6.658 -5.287 0.4249
H -1.992 -5.827 -3.874 -0.0475
H -3.102 -7.068 -3.789 0.3896
H -5.258 -5.577 -2.988 0.4796
H -5.099 -3.904 -3.639 0.4085
H -3.896 -4.562 -2.617 0.0227
H -4.578 -5.893 -5.393 0.3992
H -4.170 -3.612 -5.814 0.2864
H -2.891 -4.655 -6.484 0.5469
H -1.347 -3.029 -6.510 0.3718
H -0.945 -2.160 -4.992 0.1662
H -2.530 -1.894 -5.726 0.0907
C -5.178 -0.146 -5.767 -1.3375
C -5.929 0.899 -4.932 0.4913
C -6.493 1.895 -5.901 -0.8584
O -5.503 2.757 -6.392 -0.2607
C -5.764 3.229 -7.748 -0.9261
N -7.019 0.179 -4.199 -0.1429
H -7.759 0.851 -4.010 0.4058
H -7.385 -0.577 -4.804 0.4247
H -6.562 -0.342 -3.237 0.2917
H -5.945 -0.477 -6.485 0.4510
H -4.869 -0.985 -5.163 0.1633
H -4.318 0.226 -6.294 0.4324
H -5.346 1.523 -4.230 -0.0131
H -7.287 2.488 -5.397 0.3182
H -7.025 1.369 -6.757 0.4540
H -5.822 2.333 -8.398 0.4603
H -4.860 3.765 -7.961 0.2627
H -6.644 3.877 -7.745 0.3037
C 5.350 -7.236 -1.055 -1.4832
C 3.978 -7.794 -0.711 0.2827
C 3.447 -7.426 0.684 -0.5977
O 2.140 -7.886 0.789 -0.3676
C 1.457 -7.253 1.854 -0.2501
N 2.967 -7.327 -1.682 0.0556
H 2.506 -6.406 -1.660 0.0442
H 3.298 -7.325 -2.639 0.4615
H 2.125 -7.909 -1.773 0.4996
H 5.439 -6.162 -0.783 0.2462
H 5.617 -7.376 -2.117 0.4383
H 6.097 -7.775 -0.516 0.4393
H 4.074 -8.861 -0.809 0.3251
H 3.428 -6.330 0.792 0.1363
H 4.180 -7.753 1.444 0.5237
H 1.947 -7.491 2.825 0.3734
H 0.425 -7.697 1.805 0.1480
H 1.419 -6.182 1.662 -0.0717
O 0.297 -4.090 -3.160 -0.6008
C 0.467 -5.236 -2.442 0.8431
O -0.220 -6.210 -2.685 -0.7615
O 1.412 -5.237 -1.617 -0.8817
H -0.369 -4.196 -3.840 0.1885
O -5.298 -1.410 0.035 -0.1360
C -5.423 -0.585 -0.998 0.6175
O -6.219 -0.877 -1.964 -0.9664
O -4.743 0.468 -1.022 -0.6151
H -6.126 -1.939 0.001 0.2315
```

Output
HOMO-LUMO gap: 8.93 eV
max |F|: 5.09 eV/Å
spin multiplicity: 1
net charge: +8
HOMO: -0.7756 Ha
E_tot: -4576.6824 hartree